No. 1
The following is a DFT calculation (ωB97M-V/def2-TZVPD) of a cluster of 9 separate species, C33H45F3N4O13S2 in total.

The geometry in XYZ format:
```
100
Properties=species:S:1:pos:R:3:lowdin_charge:R:1
N 2.21982 0.52167 -3.51667 0.05
C 1.85267 1.83039 -3.41279 -0.13
C 0.57082 1.92872 -3.85889 -0.11
C 0.09598 0.60718 -4.23716 -0.10
C 1.17348 -0.20032 -4.03025 -0.16
H 3.10020 0.06276 -3.32255 0.11
H 2.49054 2.54394 -2.93268 0.11
H -0.11660 2.78604 -3.81384 0.10
H -0.89832 0.35380 -4.58363 0.08
H 1.20503 -1.23816 -4.28087 0.09
N 4.65123 -0.99697 -2.18435 0.00
C 3.79184 -1.51397 -1.29384 -0.15
C 3.36607 -2.79268 -1.71986 -0.08
C 4.12824 -3.06837 -2.87890 -0.12
C 4.95324 -1.99744 -3.04739 -0.16
H 5.23394 -0.20775 -2.02887 0.10
H 3.38625 -0.94194 -0.46291 0.10
H 2.49636 -3.37644 -1.35922 0.09
H 4.04546 -3.88502 -3.59371 0.09
H 5.72379 -1.88880 -3.76237 0.10
N -4.99621 -0.99087 -2.32462 0.02
C -3.83913 -0.39716 -2.71572 -0.17
C -3.98832 0.14394 -3.97120 -0.09
C -5.35275 -0.12156 -4.38646 -0.09
C -5.92085 -0.72701 -3.31976 -0.16
H -5.17649 -1.50122 -1.44882 0.16
H -2.99005 -0.49491 -2.06099 0.09
H -3.21620 0.63339 -4.54793 0.08
H -5.75297 0.12775 -5.34444 0.09
H -6.95476 -1.06708 -3.26633 0.11
N -0.39645 -3.83777 -3.73344 0.01
C -1.59488 -3.24338 -3.45104 -0.15
C -1.96544 -3.59872 -2.16524 -0.13
C -0.92224 -4.41464 -1.63813 -0.11
C 0.03596 -4.57284 -2.65780 -0.13
H 0.09854 -3.79737 -4.59379 0.14
H -2.11829 -2.62718 -4.18806 0.11
H -2.82707 -3.32151 -1.55615 0.09
H -0.77590 -4.75017 -0.59927 0.10
H 0.98326 -5.06601 -2.67128 0.10
C 0.84908 0.45198 3.78192 -0.05
C 0.74479 -1.03082 4.04061 -0.33
O 2.08377 -1.36232 4.06470 0.13
C 2.92486 -0.36024 3.62504 -0.54
O 4.09351 -0.47809 3.46108 0.17
O 2.19891 0.71562 3.37654 0.09
F 0.19174 -1.68312 2.97558 0.06
H 0.59934 0.96276 4.70286 0.13
H 0.18325 0.73110 2.97494 0.13
H 0.19334 -1.30065 4.96912 0.16
C 0.42896 0.19047 -0.76008 -0.07
C -0.23653 -1.14824 -0.71751 -0.22
O -1.48728 -0.86100 0.01251 0.11
C -1.35254 0.32342 0.64772 -0.59
O -2.19036 0.75661 1.31640 0.19
O -0.11576 0.82400 0.36588 0.05
F 0.45304 -2.02545 0.10176 0.04
H 0.20459 0.74078 -1.67340 0.11
H 1.49679 0.08104 -0.61523 0.12
H -0.42398 -1.61621 -1.67353 0.13
C -2.98300 3.74753 0.31059 -0.04
C -2.97502 2.87127 -0.89695 -0.31
O -1.64107 2.73162 -1.19673 0.11
C -0.85092 3.58119 -0.45703 -0.52
O 0.33060 3.61848 -0.53862 0.17
O -1.62687 4.23169 0.44333 0.09
F -3.55273 3.50774 -2.00660 0.03
H -3.22861 3.09428 1.17203 0.14
H -3.69016 4.56592 0.28376 0.14
H -3.48544 1.92268 -0.70287 0.16
C 5.31270 2.21466 1.78255 -0.22
C 4.18425 3.27803 1.83330 -0.18
C 3.60843 3.23152 0.36930 -0.22
S 4.98162 2.94198 -0.67377 0.66
O 5.20910 4.15113 -1.42567 -0.31
O 4.85082 1.70098 -1.42824 -0.35
C 6.16003 2.56197 0.56402 -0.23
H 4.73756 1.27605 1.68267 0.10
H 5.81423 2.05290 2.73211 0.12
H 4.58207 4.26183 2.14772 0.12
H 3.38723 3.00061 2.58294 0.12
H 3.20317 4.18889 0.00186 0.11
H 2.88460 2.41652 0.33875 0.10
H 6.82195 3.41428 0.73334 0.11
H 6.70023 1.67462 0.20189 0.11
C -3.77687 -2.29349 4.88735 -0.20
C -4.70074 -1.51602 5.95447 -0.14
C -3.84189 -0.24574 6.34622 -0.24
S -2.91985 0.12325 4.96558 0.67
O -1.47657 0.00870 5.27120 -0.34
O -3.40431 1.35262 4.37035 -0.31
C -3.34336 -1.22201 3.92329 -0.24
H -4.28613 -3.17429 4.53207 0.11
H -2.94805 -2.71785 5.44210 0.11
H -5.05991 -2.14499 6.77467 0.11
H -5.57576 -1.17074 5.39343 0.11
H -3.00528 -0.39544 7.05337 0.11
H -4.36974 0.67042 6.57031 0.10
H -2.47853 -1.44934 3.30835 0.10
H -4.18713 -0.87735 3.33792 0.11
```

Values from the calculation:
M = 826.87 g/mol
total charge = 0
frontier orbital gap = 8.26 eV
ΔE to the lowest compared entry with this formula, charge and spin = 0.0000 eV
lowest unoccupied orbital energy = 0.19 eV
structure (SMILES) = O=C1OC[C@@H](F)O1.O=C1OC[C@@H](F)O1.O=C1OC[C@@H](F)O1.O=S1(=O)CCCC1.O=S1(=O)CCCC1.c1cc[nH]c1.c1cc[nH]c1.c1cc[nH]c1.c1cc[nH]c1


No. 2
The following is a DFT calculation (ωB97M-V/def2-TZVPD) of a structure of composition C33H45F3O9P2SSn.

The geometry in XYZ format:
```
94
Properties=species:S:1:pos:R:3:lowdin_charge:R:1
Sn 0.84021 -2.20762 0.92360 1.35
C 3.46233 4.54712 -0.08217 -0.31
C 2.85064 4.25077 1.13872 -0.28
C 1.41050 4.16765 0.91299 -0.22
C 1.24358 4.68984 -0.39963 -0.31
C 2.50798 4.93498 -1.03169 -0.23
C 2.74508 5.63588 -2.41298 -0.08
C -0.08472 4.80837 -1.02919 -0.12
C 0.43558 3.57513 1.93062 -0.09
C 3.46382 4.03981 2.48697 -0.09
C 4.92701 4.79038 -0.15812 -0.11
H 3.73216 6.07834 -2.46414 0.04
H 1.99476 6.41408 -2.55573 0.05
H 2.70913 4.89717 -3.20179 0.04
H -0.62023 5.80751 -0.80001 0.07
H -0.75340 3.97213 -0.64804 0.06
H 0.05649 4.64410 -2.15506 0.07
H 0.47554 4.18133 2.88076 0.06
H 0.66249 2.46583 2.18723 0.06
H -0.65260 3.67600 1.61736 0.06
H 2.74715 3.39803 3.02929 0.04
H 3.50795 4.97704 3.08863 0.07
H 4.40602 3.49403 2.35733 0.05
H 5.49550 4.22227 0.56393 0.04
H 5.22170 5.82802 0.07921 0.06
H 5.30736 4.61997 -1.18150 0.06
O -2.59983 -0.93210 -0.70045 0.02
C -1.48403 -1.35531 -1.06988 -0.58
O -0.34976 -1.14606 -0.37081 -0.29
C -1.47594 -2.14414 -2.36823 -0.28
P -0.21747 -1.75242 -3.59117 1.05
C 0.50940 -3.21218 -4.25534 -0.41
C 1.91120 -3.52586 -4.18251 -0.06
C 2.34020 -4.74811 -4.69692 -0.10
C 1.48187 -5.60332 -5.38835 -0.12
C 0.15835 -5.31771 -5.45578 -0.11
C -0.33894 -4.18491 -4.78952 -0.11
C -1.36023 -1.03734 -4.84479 -0.38
C -1.38032 -1.59203 -6.08890 -0.15
C -2.44069 -1.28876 -6.91106 -0.10
C -3.50742 -0.42393 -6.48968 -0.11
C -3.39435 0.22629 -5.27552 -0.09
C -2.29997 -0.08771 -4.42493 -0.07
H -2.45239 -2.06203 -2.73393 0.06
H -1.22911 -3.17660 -2.01456 0.10
H 2.64140 -2.78227 -3.90329 0.10
H 3.39654 -5.06488 -4.57988 0.11
H 1.93882 -6.38691 -6.03503 0.11
H -0.48218 -6.04762 -5.90736 0.09
H -1.46627 -3.96935 -4.70347 0.14
H -0.65498 -2.25622 -6.53017 0.10
H -2.57840 -1.91993 -7.80170 0.10
H -4.36962 -0.25856 -7.18848 0.10
H -4.23055 0.81772 -4.94493 0.09
H -2.10657 0.32396 -3.39765 0.13
F 2.56199 -7.00443 0.60866 0.09
C 2.32386 -5.80529 0.01399 -0.62
F 2.28719 -5.99187 -1.34946 0.09
F 3.37085 -5.04296 0.23448 0.15
S 0.66444 -5.28426 0.76625 0.52
O -0.23367 -6.39570 0.56475 -0.28
O 0.22353 -4.12291 -0.08028 -0.49
O 1.09244 -4.86506 2.12462 -0.37
C 1.02739 -1.53747 4.72839 -0.04
C 0.20615 -0.29564 5.28621 -0.55
C -0.49002 -0.58446 6.62234 -0.05
C 0.96380 1.06041 5.29949 -0.02
O -0.97470 -0.32708 4.38623 -0.23
P -0.71150 -0.34595 2.77190 0.32
O 0.54060 0.33848 2.38912 -0.31
O -0.69222 -1.89061 2.38297 -0.46
O -1.91200 0.46857 2.14949 -0.14
C -3.23477 0.68319 2.64823 -0.58
C -3.98360 1.13811 1.36800 -0.02
C -3.08296 1.77249 3.75673 -0.01
C -3.90434 -0.58652 3.17861 -0.04
H 1.77735 -1.74966 5.48192 0.08
H 1.48612 -1.17051 3.81075 0.04
H 0.40119 -2.40699 4.55994 0.08
H 0.23226 -0.82744 7.40472 0.07
H -0.90913 -1.60859 6.62557 0.09
H -1.15033 0.22586 6.80350 0.07
H 1.60037 1.22360 6.25059 0.11
H 0.17545 1.82472 5.27164 0.08
H 1.61144 1.11161 4.43197 0.06
H -3.57586 2.11665 1.11513 0.08
H -5.04007 1.25528 1.49043 0.07
H -3.72808 0.43363 0.55509 0.07
H -2.48475 2.51797 3.26805 0.07
H -2.40907 1.39154 4.55032 0.07
H -3.96563 2.28967 4.08654 0.07
H -3.88124 -1.38991 2.39510 0.10
H -4.87834 -0.52465 3.64677 0.07
H -3.35495 -1.09367 3.96894 0.06
```

Values from the calculation:
M = 855.43 g/mol
total charge = -2
frontier orbital gap = 3.77 eV
ΔE to the lowest compared entry with this formula, charge and spin = 1.3118 eV
lowest unoccupied orbital energy = 3.81 eV